No. 1
58
Properties=species:S:1:pos:R:3 method="wB97M-V/def2-TZVPD" fmax_ev_per_a=19.2 total_energy_ev=-48122.37403 charge=0 e_above_lowest_ev=22.436 lumo_ev=-0.6
C -4.004 1.783 1.990
C -2.643 1.500 1.328
H -2.034 2.274 1.438
C -2.624 1.159 -0.141
O -2.303 2.109 -1.039
N -2.914 -0.112 -0.306
C -2.906 -0.713 -1.426
C -2.787 -0.189 -2.921
C -2.773 -0.909 -4.071
C -2.966 -2.155 -4.045
C -3.215 -3.070 -2.783
C -3.076 -2.357 -1.669
H -3.089 -2.603 -0.795
H -3.316 -4.007 -2.795
H -2.902 -2.783 -5.059
H -2.696 -0.277 -4.798
H -2.667 1.105 -2.785
H -3.049 -0.740 0.508
S -1.960 -0.040 2.248
C -0.510 -0.397 1.476
N 0.312 -1.470 1.688
C 1.248 -1.805 1.140
N 1.925 -2.868 1.306
C 3.184 -3.143 0.749
H 3.321 -2.670 -0.517
C 4.353 -2.899 1.481
H 5.460 -3.129 1.080
O 4.127 -3.793 2.658
C 3.091 -3.297 3.519
H 2.979 -3.872 4.318
C 1.769 -3.612 2.439
H 1.012 -3.183 2.884
H 1.667 -4.590 2.259
H 3.218 -2.175 3.681
H 4.576 -1.824 1.801
H 3.025 -4.288 0.259
N 1.668 -1.045 -0.297
C 0.722 0.093 -0.181
N 1.116 0.686 -1.496
H 1.966 0.323 -1.821
C 0.484 2.146 -1.789
C 1.314 3.081 -1.081
C 2.228 3.916 -2.114
C 3.017 5.055 -1.618
C 2.948 5.098 -0.325
C 2.050 4.581 0.446
C 1.346 3.559 0.010
H 0.725 3.005 0.630
H 2.055 4.562 1.484
H 3.506 5.921 0.200
H 3.481 5.536 -2.384
H 2.139 3.698 -3.309
H 0.378 2.067 -3.163
H -0.492 2.160 -1.432
N -0.312 0.546 0.363
H -4.774 0.888 1.980
H -4.263 2.592 1.346
H -3.857 1.948 3.082

---

No. 2
20
Properties=species:S:1:pos:R:3 method="wB97M-V/def2-TZVPD" fmax_ev_per_a=5.7 total_energy_ev=-11983.38771 charge=0 smiles="CC(C)=C=O.CC(N)=O" e_above_lowest_ev=2.881 lumo_ev=0.4
C 1.963 0.931 0.806
C 1.341 0.236 -0.357
C 1.911 -1.060 -0.803
C 0.214 0.719 -0.964
O -0.254 1.435 -1.788
H 2.819 1.517 0.448
H 1.267 1.608 1.305
H 2.330 0.214 1.545
H 2.607 -1.483 -0.076
H 1.079 -1.778 -0.882
H 2.398 -0.958 -1.777
C -2.048 0.756 0.901
C -1.369 -0.450 0.263
N -2.146 -1.047 -0.721
O -0.663 -1.221 0.983
H -2.785 0.402 1.625
H -1.304 1.354 1.431
H -2.543 1.374 0.148
H -1.925 -2.014 -0.915
H -2.890 -0.534 -1.173

---

No. 3
13
Properties=species:S:1:pos:R:3 method="wB97M-V/def2-TZVPD" fmax_ev_per_a=2.2 multiplicity=6 total_energy_ev=-38630.84930 charge=+1 e_above_lowest_ev=0.000 lumo_ev="-4.3 / -5.1"
C -0.571 1.409 -0.262
O -1.645 0.815 0.522
C -1.724 -0.494 0.532
C -1.068 -1.348 -0.307
H 3.396 0.816 0.152
H -0.904 1.446 -1.315
H -0.499 2.450 0.078
H -2.328 -0.867 1.364
H -0.738 -1.034 -1.303
H -1.195 -2.416 -0.140
Mn 0.949 -0.050 0.020
O 2.862 0.011 0.292
H 3.465 -0.738 0.367

---

No. 4
95
Properties=species:S:1:pos:R:3 method="wB97M-V/def2-TZVPD" fmax_ev_per_a=0.9 multiplicity=3 total_energy_ev=-104162.29367 charge=+1 lumo_ev="-3.2 / -4.2"
Tc -2.862 0.897 -2.245
S -1.333 -0.445 -1.096
C -1.639 -2.204 -0.933
C -1.730 -2.901 0.332
C -1.912 -4.229 0.328
C -2.197 -4.920 -0.911
C -2.317 -4.279 -2.082
C -2.038 -2.847 -2.248
S -3.286 -0.842 -3.721
C -1.934 -0.552 -4.924
C -1.027 0.610 -4.607
C 0.186 0.804 -5.248
C 0.897 1.958 -4.990
C 0.352 2.939 -4.164
C -0.862 2.698 -3.565
C -1.578 3.688 -2.686
S -2.008 2.816 -1.126
C -3.422 3.635 -0.448
C -3.267 4.838 0.237
C -4.347 5.390 0.901
C -5.567 4.721 0.899
C -5.708 3.510 0.242
C -4.629 2.942 -0.436
S -4.853 1.379 -1.263
N -1.488 1.507 -3.726
H -1.629 -2.330 1.247
H -1.933 -4.781 1.259
H -2.403 -5.982 -0.875
H -2.717 -4.780 -2.955
H -2.438 -0.328 -5.868
H -1.397 -1.492 -5.044
H 0.565 0.052 -5.927
H 1.869 2.109 -5.440
H 0.861 3.878 -3.996
H -2.516 3.997 -3.149
H -0.964 4.561 -2.479
H -2.302 5.332 0.249
H -4.236 6.325 1.433
H -6.415 5.143 1.423
H -6.654 2.985 0.253
C 6.231 2.559 4.103
C 5.058 2.192 3.232
C 3.777 2.641 3.522
C 2.682 2.300 2.736
C 1.330 2.843 3.122
C 2.881 1.465 1.624
Te 1.206 0.861 0.476
N -0.298 -1.017 -2.322
C -0.563 -2.395 -2.106
O -2.968 -2.369 -3.202
C 0.627 -3.285 -2.233
C 1.825 -2.804 -1.702
C 2.994 -3.538 -1.826
C 2.982 -4.754 -2.495
C 1.797 -5.230 -3.041
C 0.624 -4.503 -2.907
C 0.226 -0.246 2.001
C -1.061 0.105 2.430
C -1.791 1.359 1.998
C -1.724 -0.735 3.331
C -1.146 -1.894 3.820
C -1.879 -2.795 4.779
C 0.146 -2.204 3.403
C 0.845 -1.410 2.505
C 2.247 -1.818 2.133
C 4.170 1.026 1.289
C 4.499 0.165 0.091
C 5.233 1.399 2.108
H 5.928 3.208 4.923
H 7.000 3.075 3.526
H 6.690 1.665 4.530
H 3.623 3.282 4.384
H 1.437 3.641 3.856
H 0.701 2.064 3.560
H 0.804 3.240 2.253
H 1.832 -1.847 -1.192
H 3.915 -3.159 -1.402
H 3.892 -5.333 -2.588
H 1.787 -6.168 -3.581
H -0.290 -4.892 -3.334
H -1.110 2.096 1.577
H -2.300 1.808 2.852
H -2.562 1.139 1.251
H -2.722 -0.460 3.658
H -2.860 -2.394 5.027
H -1.316 -2.915 5.707
H -2.015 -3.791 4.353
H 0.626 -3.097 3.790
H 2.483 -2.795 2.553
H 2.974 -1.098 2.514
H 2.375 -1.866 1.050
H 3.641 -0.006 -0.555
H 4.879 -0.807 0.414
H 5.282 0.638 -0.503
H 6.231 1.054 1.853

---

No. 5
38
Properties=species:S:1:pos:R:3 method="wB97M-V/def2-TZVPD" fmax_ev_per_a=3.6 multiplicity=3 total_energy_ev=-70705.25889 charge=0 e_above_lowest_ev=1.106 lumo_ev="0.2 / -2.9"
Pd 5.887 -13.772 5.447
Cl 0.806 -11.508 1.173
C 2.275 -12.017 1.797
C 2.602 -11.579 3.154
C 3.815 -11.908 3.719
Cl 4.243 -11.267 5.239
C 4.725 -12.829 3.049
O 5.888 -13.258 3.453
C 4.311 -13.265 1.681
Cl 5.286 -14.485 0.874
C 3.187 -12.822 1.093
H 1.847 -11.003 3.655
H 2.910 -13.114 0.023
N 13.082 -13.091 5.960
C 12.004 -13.425 6.054
C 10.593 -13.629 6.137
C 10.030 -14.688 5.371
C 8.712 -14.755 5.185
C 7.866 -13.855 5.909
C 8.368 -12.944 6.806
C 9.747 -12.693 6.764
H 10.727 -15.472 5.017
H 8.271 -15.469 4.402
H 7.699 -12.264 7.382
H 10.194 -11.860 7.269
C 6.474 -15.404 8.345
P 5.132 -14.866 7.301
C 3.969 -16.334 7.073
C 4.070 -13.632 8.289
H 6.090 -15.532 9.343
H 7.108 -14.526 8.495
H 7.095 -16.201 7.981
H 3.658 -16.732 8.044
H 4.275 -17.134 6.395
H 3.104 -15.759 6.595
H 3.164 -13.581 7.610
H 4.543 -12.611 8.412
H 3.789 -13.991 9.286

---

No. 6
17
Properties=species:S:1:pos:R:3 method="wB97M-V/def2-TZVPD" fmax_ev_per_a=0.7 total_energy_ev=-21253.28055 charge=-1 e_above_lowest_ev=1.192 lumo_ev=3.3
S 0.802 1.340 1.346
H 0.697 0.020 1.124
H 2.570 -0.439 3.204
H 1.512 -1.365 2.713
O 2.095 -1.243 3.473
H -0.335 1.602 -3.083
H -0.748 0.358 -3.743
O -0.483 1.257 -3.976
H 0.080 -0.324 -0.627
H 0.987 -1.357 -1.280
O 0.060 -1.105 -1.223
H -0.605 1.870 -0.490
H -0.539 3.164 -1.241
O -1.172 2.462 -1.034
H -1.756 -2.791 0.615
H -2.107 -3.913 -0.426
O -1.993 -3.716 0.506

---

No. 7
53
Properties=species:S:1:pos:R:3 method="wB97M-V/def2-TZVPD" fmax_ev_per_a=1.3 total_energy_ev=-61342.58462 charge=-1 lumo_ev=1.8
N 2.249 1.247 5.319
C 2.164 1.251 4.173
C 2.028 1.280 2.717
B 2.237 2.805 2.228
O 2.975 3.053 1.097
O 1.695 3.838 2.977
C 0.657 0.756 2.147
C 0.119 1.822 1.257
N -0.443 2.591 0.614
C 1.001 -0.443 1.205
C 1.929 -0.120 0.018
C 1.435 -0.618 -1.336
F 1.065 -1.914 -1.169
F 2.469 -0.604 -2.211
C 0.206 0.077 -1.967
F -0.807 0.113 -1.092
F -0.196 -0.695 -3.002
C 0.443 1.503 -2.558
F -0.713 2.189 -2.451
F 1.387 2.189 -1.875
C 0.810 1.552 -4.073
F 1.792 0.718 -4.393
F 1.236 2.805 -4.331
F -0.243 1.320 -4.841
C -0.374 0.246 3.181
C -1.643 1.043 3.499
O -2.530 1.040 2.403
C -1.478 2.431 4.128
F -1.419 3.434 3.236
F -0.443 2.507 4.953
F -2.595 2.685 4.870
H 2.881 0.725 2.322
H 2.517 3.668 0.510
H 0.925 4.216 2.530
H 0.095 -0.949 0.879
H 1.509 -1.156 1.858
H 2.244 0.922 -0.040
H 2.854 -0.682 0.161
H -0.760 -0.700 2.798
H 0.085 -0.009 4.136
H -2.140 0.473 4.294
H -3.044 1.855 2.392
C -2.293 -3.262 -2.840
C -1.473 -4.567 -2.970
C -2.124 -5.426 -4.080
O -1.457 -5.235 -1.799
H -3.321 -3.476 -2.536
H -1.843 -2.610 -2.088
H -2.332 -2.699 -3.789
H -0.475 -4.251 -3.384
H -3.147 -5.695 -3.803
H -1.554 -6.346 -4.228
H -2.162 -4.895 -5.047

---

No. 8
6
Properties=species:S:1:pos:R:3 method="wB97M-V/def2-TZVPD" fmax_ev_per_a=3.4 total_energy_ev=-21490.53431 charge=0 e_above_lowest_ev=4.256 lumo_ev="-0.8 / -1.6"
C -1.063 0.607 -0.208
N 0.678 -0.811 0.636
S -2.431 0.000 -0.541
I 2.167 -0.288 -0.627
H -0.246 1.021 -0.798
H 0.895 -0.529 1.537

---

No. 9
60
Properties=species:S:1:pos:R:3 method="wB97M-V/def2-TZVPD" fmax_ev_per_a=4.7 total_energy_ev=-61753.55063 charge=-4 e_above_lowest_ev=1.148 lumo_ev=5.7
N 1.616 -0.794 0.200
H 0.958 -0.728 0.964
H 2.444 -1.310 0.460
H 1.988 0.111 -0.048
H 1.219 -1.245 -0.612
C -2.796 3.920 -1.919
C -2.508 4.557 -3.128
C -3.561 4.952 -4.210
O -3.362 5.658 -5.263
C -4.881 4.606 -3.959
C -5.304 3.861 -2.687
C -4.170 3.573 -1.607
O -4.490 2.961 -0.520
O -6.485 3.551 -2.375
O -1.296 4.789 -3.259
H -2.055 3.538 -1.232
H -5.691 4.840 -4.634
C 0.865 -0.109 6.565
C -0.133 0.793 6.226
C 0.137 1.856 5.179
O -0.739 2.687 4.742
C 1.379 1.946 4.662
C 2.479 1.142 5.010
C 2.224 -0.002 5.944
O 3.200 -0.707 6.204
O 3.595 1.141 4.419
O -1.202 0.720 6.972
H 0.778 -0.812 7.380
H 1.628 2.762 4.001
Cl 5.161 -3.751 1.968
C -2.482 -3.473 2.800
C -2.259 -4.179 4.113
O -3.170 -3.680 5.072
O -2.204 -2.136 2.905
H -3.532 -3.553 2.517
H -1.851 -3.990 2.077
H -1.242 -4.046 4.481
H -2.423 -5.235 3.896
H -2.682 -3.038 5.592
H -2.561 -1.772 2.091
C -1.232 -3.712 -3.630
C -1.772 -2.307 -3.716
O -2.570 -2.041 -2.567
O -0.155 -3.718 -2.713
H -0.905 -3.991 -4.632
H -2.014 -4.408 -3.324
H -2.454 -2.142 -4.550
H -0.894 -1.662 -3.758
H -3.251 -1.395 -2.770
H 0.482 -4.410 -2.903
C 6.458 0.586 -3.533
C 5.253 1.134 -4.412
O 4.207 1.260 -3.421
O 6.932 1.560 -2.600
H 7.269 0.271 -4.189
H 6.014 -0.281 -3.043
H 5.048 0.483 -5.261
H 5.572 2.061 -4.889
H 4.132 2.200 -3.242
H 7.289 1.107 -1.833

---

No. 10
73
Properties=species:S:1:pos:R:3 method="wB97M-V/def2-TZVPD" fmax_ev_per_a=1.6 total_energy_ev=-44134.74906 charge=0 smiles="COCCn1nnnc1C1(N(Cc2cc3cc(C)ccc3[nH]c2=O)C[C@H]2CCCO2)CCN(C)CC1" e_above_lowest_ev=0.487 lumo_ev=0.0
C 6.757 0.554 0.069
O 6.038 0.284 1.253
C 4.673 0.591 1.191
C 3.839 -0.437 0.393
N 3.421 0.069 -0.885
N 4.199 0.857 -1.634
N 3.549 1.170 -2.673
N 2.343 0.622 -2.667
C 2.246 -0.075 -1.556
C 1.059 -0.853 -1.067
N 0.793 -0.290 0.271
C 0.024 -1.051 1.251
C -1.471 -1.097 1.052
C -2.275 -0.105 1.505
C -3.686 -0.111 1.289
C -4.530 0.918 1.726
C -5.888 0.874 1.497
C -6.798 1.969 1.962
C -6.421 -0.227 0.814
C -5.619 -1.254 0.376
C -4.243 -1.209 0.610
N -3.411 -2.217 0.207
C -2.049 -2.265 0.398
O -1.428 -3.258 0.042
C 0.455 1.123 0.244
C 0.995 1.859 1.493
C 1.581 3.235 1.161
C 0.330 4.109 1.177
C -0.491 3.463 2.296
O -0.042 2.120 2.429
C 1.437 -2.342 -1.017
C 1.750 -2.853 -2.435
N 0.637 -2.726 -3.348
C -0.424 -3.686 -3.116
C 0.198 -1.350 -3.416
C -0.116 -0.707 -2.054
H 6.665 1.607 -0.214
H 7.797 0.319 0.289
H 6.411 -0.057 -0.770
H 4.519 1.593 0.766
H 4.339 0.590 2.232
H 2.930 -0.699 0.938
H 4.452 -1.334 0.250
H 0.411 -2.069 1.279
H 0.220 -0.574 2.217
H -1.846 0.716 2.062
H -4.092 1.753 2.253
H -7.559 1.571 2.631
H -6.242 2.741 2.488
H -7.307 2.424 1.114
H -7.485 -0.266 0.632
H -6.043 -2.100 -0.146
H -3.819 -3.032 -0.238
H 0.903 1.565 -0.646
H -0.630 1.288 0.182
H 1.727 1.215 1.991
H 2.265 3.543 1.953
H 2.107 3.254 0.211
H -0.194 4.033 0.224
H 0.543 5.156 1.379
H -0.328 3.968 3.256
H -1.565 3.467 2.080
H 2.297 -2.509 -0.367
H 0.594 -2.914 -0.633
H 2.040 -3.905 -2.384
H 2.587 -2.289 -2.861
H -0.010 -4.688 -3.227
H -1.189 -3.545 -3.879
H -0.894 -3.617 -2.128
H -0.690 -1.298 -4.050
H 0.993 -0.771 -3.894
H -0.346 0.346 -2.216
H -0.990 -1.188 -1.613

---

No. 11
11
Properties=species:S:1:pos:R:3 method="wB97M-V/def2-TZVPD" fmax_ev_per_a=3.5 total_energy_ev=-22791.21598 charge=0 e_above_lowest_ev=3.591 lumo_ev="-0.3 / -0.3"
C 1.872 0.359 0.370
C -0.457 0.141 0.736
O 2.739 0.462 -0.465
P -1.018 -1.584 0.590
P -1.160 1.435 -0.362
H 2.153 0.188 1.558
H -0.146 0.248 1.718
H 0.171 -2.206 1.027
H -0.713 -1.659 -0.700
H 0.066 1.607 -1.049
H -0.906 2.502 0.380

---

Copy entry 6 word for word.
17
Properties=species:S:1:pos:R:3 method="wB97M-V/def2-TZVPD" fmax_ev_per_a=0.7 total_energy_ev=-21253.28055 charge=-1 e_above_lowest_ev=1.192 lumo_ev=3.3
S 0.802 1.340 1.346
H 0.697 0.020 1.124
H 2.570 -0.439 3.204
H 1.512 -1.365 2.713
O 2.095 -1.243 3.473
H -0.335 1.602 -3.083
H -0.748 0.358 -3.743
O -0.483 1.257 -3.976
H 0.080 -0.324 -0.627
H 0.987 -1.357 -1.280
O 0.060 -1.105 -1.223
H -0.605 1.870 -0.490
H -0.539 3.164 -1.241
O -1.172 2.462 -1.034
H -1.756 -2.791 0.615
H -2.107 -3.913 -0.426
O -1.993 -3.716 0.506